{
  "formula": "C7H11N3O",
  "method": "the ωB97M-V functional and the def2-TZVPD basis",
  "symbols": ["C", "C", "C", "C", "C", "C", "C", "N", "N", "N", "O", "H", "H", "H", "H", "H", "H", "H", "H", "H", "H", "H"],
  "coordinates": [[-0.93200, -1.77536, 1.18094], [-1.75748, -0.75661, 0.72217], [-4.00611, -0.05095, -0.01454], [-3.26792, -0.72379, 0.83673], [1.67691, 1.98926, -0.87090], [2.87238, -0.02073, 0.26221], [1.88588, 0.53248, -0.81456], [0.31076, -1.35315, 0.76180], [-1.05038, 0.26066, 0.03995], [0.17684, -0.25058, 0.08690], [1.74364, -0.10836, -1.93212], [-1.12523, -2.55567, 1.87829], [-5.08560, -0.12612, 0.07649], [-3.61544, 0.76767, -0.68761], [-3.84627, -1.31547, 1.54053], [2.46241, 2.45966, -1.46803], [1.55592, 2.63536, 0.06454], [0.75063, 2.11064, -1.43819], [2.67740, -1.02692, 0.55097], [3.90814, -0.16277, -0.10941], [2.87094, 0.54491, 1.18053], [1.79457, -1.07416, -1.84668]],
  "forces_ev_per_a": [[1.3, 3.3, -1.5], [-2.0, 1.3, 0.0], [-0.7, 2.1, -0.8], [1.5, -0.1, -0.4], [-1.2, 1.6, -0.1], [0.3, 0.1, -1.3], [0.0, -1.8, 4.2], [0.4, -1.3, 0.2], [-0.4, -3.3, 1.3], [0.8, 1.2, 0.2], [0.2, -0.1, -1.6], [0.1, -0.6, 0.0], [0.0, 0.1, -0.1], [-0.3, -1.4, 0.5], [0.7, -0.4, 0.2], [0.1, -0.2, 0.0], [0.4, -1.7, -0.9], [0.0, 0.3, 0.0], [-1.0, -0.8, 0.1], [-0.4, 0.9, -0.2], [-0.1, 0.5, 0.0], [0.1, 0.3, 0.3]],
  "lowdin_charge": [-0.091, -0.303, -0.037, -0.153, -0.027, -0.024, -0.397, -0.009, 0.097, -0.142, 0.099, 0.088, 0.044, 0.075, 0.091, 0.098, 0.127, 0.088, 0.044, 0.098, 0.083, 0.149],
  "e_lumo_ev": 0.6,
  "multiplicity": 1,
  "e_above_lowest_kcal_mol": 90.0,
  "total_energy_ha": -512.71441
}